1.
C22H16F10N2O11Ru | ωB97M-V/def2-TZVPD

Last column: natural (NBO) charge in e.
Positions of all 62 atoms, in Å:
1 Ru 0.1332 -2.2690 0.3427  1.47
2 O -2.1163 -3.0482 5.3109  -0.65
3 C -1.6888 -1.9334 4.7677  0.77
4 O -2.2784 -0.8734 4.8761  -0.62
5 C -0.5668 -2.0683 3.7488  -0.16
6 O -0.7605 -1.5051 2.4453  -0.56
7 C -1.7144 -0.4350 2.1268  -0.19
8 C -2.3332 -0.6850 0.7352  0.77
9 O -3.3808 -0.1691 0.4359  -0.63
10 O -1.6473 -1.5124 -0.0767  -0.73
11 H -2.9712 -2.8591 5.7063  0.50
12 H -0.3329 -3.0916 3.5857  0.25
13 H 0.2998 -1.4967 4.1441  0.20
14 H -1.2436 0.4992 2.1406  0.20
15 H -2.4489 -0.4091 2.9504  0.24
16 C -3.1976 1.7869 -3.6808  -0.62
17 C -1.9763 2.7318 -3.6619  -0.05
18 C -2.3962 4.1231 -3.1889  -0.40
19 C -1.2317 4.9683 -2.5807  -0.43
20 C -0.4593 4.1591 -1.5665  0.02
21 C 0.1869 4.8382 -0.4787  -0.32
22 C 0.6856 4.0284 0.5200  0.43
23 F 1.0648 4.6403 1.6523  -0.32
24 C 0.6509 2.6367 0.4909  -0.31
25 C 0.1240 1.9420 -0.6685  0.04
26 C 0.3019 0.5147 -0.8527  0.22
27 O 0.6153 -0.2532 0.1735  -0.55
28 C 0.0560 0.0007 -2.1314  0.03
29 C -0.5230 0.8559 -3.0801  -0.07
30 N -0.9348 2.1508 -2.8296  -0.24
31 C -0.4738 2.7594 -1.6394  0.07
32 C 0.2891 -1.5190 -2.5132  0.76
33 O 0.2523 -1.9045 -3.6976  -0.60
34 O 0.6594 -2.4060 -1.5903  -0.73
35 H -4.0915 2.2992 -4.0585  0.22
36 H -3.3637 1.3115 -2.6914  0.25
37 H -3.0269 0.9824 -4.4261  0.22
38 H -1.5799 2.7762 -4.7209  0.21
39 H -3.1563 4.0297 -2.3673  0.22
40 H -2.8727 4.6682 -4.0011  0.22
41 H -1.6823 5.7958 -2.0361  0.22
42 H -0.5209 5.2817 -3.3597  0.22
43 H 0.1323 5.9383 -0.3786  0.23
44 H 1.1772 2.0961 1.2652  0.25
45 H -0.7177 0.5607 -4.1010  0.23
46 O -0.9168 -4.4166 1.7845  -0.45
47 N -0.6728 -4.0579 0.6273  0.33
48 O -1.2778 -4.5041 -0.4066  -0.43
49 F 5.1898 -1.0411 1.3080  -0.33
50 C 3.8211 -1.1720 1.3855  0.96
51 F 3.4034 -0.6648 2.5520  -0.32
52 F 3.2990 -0.3725 0.4227  -0.31
53 C 3.2230 -2.6185 1.2288  0.05
54 O 1.8300 -2.5936 1.2070  -0.76
55 C 3.8607 -3.1224 -0.1438  0.96
56 F 3.2866 -4.2862 -0.5129  -0.31
57 F 5.1961 -3.3249 0.0153  -0.33
58 F 3.6942 -2.2993 -1.2257  -0.31
59 C 3.6705 -3.6292 2.3832  0.97
60 F 2.5923 -4.2518 2.8910  -0.29
61 F 4.5581 -4.6347 2.0148  -0.33
62 F 4.3014 -2.9472 3.4279  -0.34

Properties
spin multiplicity	6
total charge	-1
relative energy (zero: lowest compared OMol25 entry of this formula, charge and spin)	179.83	kJ/mol
LUMO level (spin up / spin down)	1.997 / -1.282	eV
maximum force	4.3	eV/A
gap between HOMO and LUMO (spin up / spin down)	5.80 / 3.98	eV



2.
C24H26N6O2S | ωB97M-V/def2-TZVPD

Last column: natural (NBO) charge in e.
Positions of all 59 atoms, in Å:
1 C 2.8523 1.4942 2.3453  -0.64
2 C 2.2907 1.7870 0.9581  -0.06
3 H 1.2433 2.0927 1.0369  0.21
4 H 2.8474 2.5911 0.4643  0.18
5 O 2.2574 0.6357 0.1344  -0.50
6 C 3.3609 0.2553 -0.5516  0.30
7 C 4.6262 0.8234 -0.4695  -0.29
8 C 5.6661 0.3269 -1.2382  -0.17
9 C 5.4725 -0.7365 -2.0997  -0.25
10 C 4.2156 -1.3085 -2.2033  -0.20
11 C 3.1697 -0.8158 -1.4445  0.14
12 N 1.8729 -1.3970 -1.5238  -0.48
13 C 0.8613 -0.6599 -2.0622  0.36
14 N -0.3875 -0.9819 -2.0918  -0.58
15 C -0.7051 -2.1620 -1.4887  0.32
16 N -1.9243 -2.6529 -1.3480  -0.30
17 N -1.7467 -3.8149 -0.6991  -0.32
18 C -0.4574 -4.0902 -0.4095  0.24
19 C 0.2675 -3.0230 -0.9118  -0.28
20 C 1.6547 -2.6517 -0.8947  0.46
21 N 2.5452 -3.3702 -0.3602  -0.71
22 H 3.4880 -2.9951 -0.3868  0.35
23 C -0.0082 -5.3079 0.3005  -0.67
24 H 1.0664 -5.2377 0.4442  0.27
25 H -0.5009 -5.3956 1.2681  0.22
26 H -0.2364 -6.2001 -0.2820  0.23
27 H -2.5531 -4.3797 -0.4827  0.41
28 S 1.3615 0.8395 -2.8259  0.30
29 C -0.2318 1.5436 -3.3623  -0.61
30 H -0.8136 0.7425 -3.8137  0.25
31 H 0.0404 2.2978 -4.0998  0.26
32 C -0.9636 2.2173 -2.2004  0.67
33 O -0.8347 3.4009 -1.9712  -0.62
34 N -1.7366 1.3455 -1.5186  -0.62
35 C -2.5491 1.5703 -0.4052  0.12
36 C -2.7688 2.8300 0.1420  -0.23
37 C -3.6079 2.9660 1.2324  -0.21
38 C -4.2434 1.8688 1.7982  -0.03
39 C -4.0106 0.6140 1.2469  -0.21
40 C -3.1772 0.4600 0.1578  -0.20
41 H -3.0083 -0.5183 -0.2713  0.22
42 H -4.4950 -0.2531 1.6734  0.20
43 C -5.1244 2.0263 3.0050  -0.41
44 C -4.3050 1.9006 4.2911  -0.59
45 H -3.8179 0.9290 4.3349  0.20
46 H -3.5365 2.6696 4.3252  0.20
47 H -4.9446 2.0091 5.1643  0.20
48 H -5.9018 1.2593 2.9978  0.20
49 H -5.6101 3.0040 2.9832  0.21
50 H -3.7761 3.9496 1.6475  0.21
51 H -2.2865 3.6911 -0.2899  0.25
52 H -1.6313 0.3619 -1.7808  0.44
53 H 4.0348 -2.1340 -2.8756  0.23
54 H 6.2892 -1.1182 -2.6914  0.22
55 H 6.6415 0.7820 -1.1557  0.22
56 H 4.8133 1.6530 0.1929  0.22
57 H 2.2669 0.7115 2.8215  0.22
58 H 2.8021 2.3922 2.9547  0.22
59 H 3.8864 1.1623 2.2892  0.21

Properties
structure (SMILES)	[H]/N=c1/c2c(C)[nH]nc2nc(SCC(=O)Nc2ccc(CC)cc2)n1-c1ccccc1OCC
relative energy (zero: lowest compared OMol25 entry of this formula, charge and spin)	0.00	kJ/mol
LUMO level	0.639	eV
maximum force	1.4	eV/A
gap between HOMO and LUMO	8.54	eV



3.
C4H11O3 | ωB97M-V/def2-TZVPD

Last column: natural (NBO) charge in e.
Positions of all 18 atoms, in Å:
1 C -1.2049 0.6975 -0.9059  -0.41
2 C -1.0987 0.0103 0.5026  -0.47
3 C -0.8025 -1.4736 0.3803  -0.07
4 O 0.3920 -1.8313 1.1242  -0.78
5 C 0.2061 0.7377 -1.5693  -0.06
6 O 1.1300 1.3043 -0.6779  -1.04
7 H -1.7334 -0.0677 -1.5153  0.16
8 H -1.7456 1.6269 -0.8011  0.19
9 H -2.0485 0.1678 1.0031  0.17
10 H -0.3114 0.6433 0.9299  0.27
11 H -0.4917 -1.7311 -0.6215  0.17
12 H -1.5436 -2.1495 0.8581  0.15
13 H 0.7504 -1.0658 1.5902  0.49
14 H 0.7539 -0.2531 -1.5834  0.14
15 H 0.0485 1.1573 -2.5557  0.10
16 H 2.2635 1.1812 0.7342  0.53
17 H 3.0777 0.2168 1.4348  0.44
18 O 2.3584 0.8288 1.6728  -1.00

Properties
total charge	-1
relative energy (zero: lowest compared OMol25 entry of this formula, charge and spin)	184.26	kJ/mol
LUMO level	4.129	eV
maximum force	3.8	eV/A
gap between HOMO and LUMO	6.78	eV



4.
C28H46F5NO19PS | ωB97M-V/def2-TZVPD

Last column: Löwdin charge in e.
Positions of all 101 atoms, in Å:
1 C -2.6848 -1.9240 -6.2321  -0.11
2 C -1.7881 -1.1817 -7.3317  -0.19
3 C -0.2145 -1.1979 -7.0419  -0.19
4 O 0.1899 0.1806 -6.7927  -0.21
5 C 1.4335 0.2595 -6.0883  -0.24
6 P 1.2833 1.5256 -4.6852  0.97
7 O -0.2318 2.2704 -4.7937  -0.18
8 N 2.5307 2.7294 -4.6697  -0.14
9 C 2.1587 3.9721 -5.4217  -0.28
10 C 1.4353 5.0931 -4.5363  -0.09
11 S 1.3853 0.4906 -2.7673  0.75
12 O 2.5378 -0.4819 -2.9300  -0.34
13 O 1.6784 1.4036 -1.6252  -0.29
14 C -0.1596 -0.5317 -2.5839  -0.34
15 F -0.6308 -0.8043 -3.8852  0.05
16 F 0.0708 -1.7915 -1.9943  0.11
17 C -1.3615 0.1665 -1.7838  -0.36
18 F -2.5325 -0.0619 -2.5426  0.11
19 F -1.5798 -0.5000 -0.5725  0.12
20 F -1.2555 1.5418 -1.6538  0.13
21 H -3.1679 -2.8447 -6.7140  0.08
22 H -2.1195 -2.2954 -5.3209  0.06
23 H -3.5393 -1.2654 -5.8468  0.08
24 H -2.1174 -0.0897 -7.3800  0.12
25 H -1.9660 -1.7215 -8.3213  0.12
26 H -0.0229 -1.9062 -6.1752  0.12
27 H 0.2870 -1.6239 -7.9822  0.14
28 H 2.2379 0.6488 -6.8138  0.15
29 H 1.7606 -0.7414 -5.6605  0.12
30 H -0.2965 2.5605 -5.7382  0.10
31 H 2.7800 3.0242 -3.7097  0.11
32 H 1.5388 3.7780 -6.3606  0.12
33 H 3.1449 4.4346 -5.7855  0.14
34 H 2.0724 5.4319 -3.6486  0.10
35 H 0.4046 4.7535 -4.2074  0.07
36 H 1.2973 6.0331 -5.1813  0.10
37 C 0.4254 3.0081 1.2862  -0.01
38 C 1.8244 3.3172 1.7724  -0.33
39 C 1.9023 3.5830 3.2474  -0.11
40 O 3.0275 4.4464 3.3453  0.06
41 C 3.1111 5.1114 2.1611  -0.54
42 O 3.7985 6.0697 1.9695  0.16
43 O 2.3002 4.5433 1.2215  0.08
44 H -0.0535 2.2433 1.9027  0.10
45 H -0.1991 3.9051 1.2813  0.10
46 H 0.4580 2.6447 0.2558  0.04
47 H 2.5140 2.5187 1.4752  0.15
48 H 2.0604 2.6711 3.8257  0.15
49 H 1.0280 4.1050 3.6399  0.10
50 C 4.5295 -1.6994 -1.3026  -0.03
51 C 5.1384 -3.0672 -1.5264  -0.34
52 C 5.3059 -3.8650 -0.2639  -0.11
53 O 6.4106 -4.7026 -0.5769  0.07
54 C 7.1618 -4.0327 -1.4949  -0.54
55 O 8.2684 -4.3377 -1.8160  0.17
56 O 6.4798 -2.9605 -1.9950  0.08
57 H 3.6270 -1.7579 -0.6890  0.09
58 H 5.2430 -1.0222 -0.8253  0.10
59 H 4.2635 -1.2482 -2.2557  0.04
60 H 4.5592 -3.6224 -2.2726  0.16
61 H 4.4217 -4.4588 -0.0271  0.14
62 H 5.5667 -3.2529 0.6056  0.14
63 C -3.7589 -1.4746 1.0720  -0.03
64 C -4.0821 -2.5780 2.0565  -0.34
65 C -5.3774 -3.2815 1.7663  -0.11
66 O -5.7788 -3.7259 3.0559  0.05
67 C -5.2442 -2.8516 3.9541  -0.54
68 O -5.5534 -2.7906 5.1042  0.17
69 O -4.3115 -2.0512 3.3610  0.09
70 H -3.8593 -1.8172 0.0392  0.09
71 H -4.4050 -0.6061 1.2248  0.10
72 H -2.7341 -1.1299 1.2184  0.07
73 H -3.2498 -3.2878 2.1166  0.16
74 H -5.2485 -4.1251 1.0864  0.14
75 H -6.1529 -2.6192 1.3681  0.14
76 C -6.0607 -6.9458 4.7028  -0.01
77 C -5.0639 -8.0767 4.5742  -0.34
78 C -3.6780 -7.7084 5.0203  -0.11
79 O -2.8653 -8.5729 4.2358  0.06
80 C -3.5591 -8.8307 3.0924  -0.54
81 O -3.0925 -9.3382 2.1173  0.16
82 O -4.8564 -8.4260 3.2063  0.08
83 H -6.0180 -6.4842 5.6922  0.10
84 H -5.8886 -6.1789 3.9435  0.07
85 H -7.0758 -7.3182 4.5448  0.09
86 H -5.4276 -8.9650 5.1018  0.16
87 H -3.5230 -7.8875 6.0851  0.14
88 H -3.4086 -6.6722 4.7909  0.14
89 C 2.2209 8.9387 6.4099  -0.02
90 C 1.4794 7.6208 6.3522  -0.34
91 C 2.3713 6.4411 6.0923  -0.09
92 O 1.4907 5.5304 5.4432  0.04
93 C 0.5472 6.2847 4.8148  -0.53
94 O -0.2186 5.8658 3.9949  0.15
95 O 0.5925 7.5777 5.2351  0.10
96 H 3.0886 8.8805 7.0712  0.09
97 H 2.5496 9.2510 5.4154  0.10
98 H 1.5612 9.7261 6.7822  0.09
99 H 0.8880 7.4786 7.2630  0.16
100 H 2.7683 6.0103 7.0124  0.15
101 H 3.2031 6.6637 5.4163  0.15

Properties
total charge	+1
LUMO level	-5.490	eV
maximum force	7.5	eV/A
gap between HOMO and LUMO	6.59	eV